Molecular formula: C57H165FN27O12P9
Method: DFT, ωB97M-V with the def2-TZVPD basis set

Last column: Löwdin charge in e.
Positions of all 271 atoms, in Å:
P1 -1.74 6.02 8.06  0.52
P2 -2.08 2.23 -8.74  0.67
P3 -1.01 -9.03 7.38  0.61
P4 -9.08 5.83 -0.56  0.58
P5 1.04 10.64 -1.53  0.64
P6 8.33 -7.10 -1.45  0.59
P7 0.73 -6.91 -6.57  0.62
P8 9.97 2.09 2.46  0.54
P9 -6.02 -3.20 0.23  0.61
F1 2.27 1.85 -0.96  0.07
O1 1.44 -0.19 -0.33  0.12
O2 -1.46 2.47 -7.39  -0.34
O3 0.29 -0.45 1.65  0.14
O4 -2.60 5.06 8.72  -0.27
O5 0.76 11.09 -2.96  -0.31
O6 10.35 3.15 3.39  -0.27
O7 -0.36 1.15 0.20  0.06
O8 -5.14 -2.28 -0.54  -0.31
O9 0.05 -9.47 8.29  -0.29
O10 1.73 -6.14 -7.37  -0.30
O11 7.44 -6.64 -2.55  -0.31
O12 -9.85 5.31 -1.73  -0.31
N1 8.81 1.04 3.10  -0.31
N2 -7.58 -3.23 -0.54  -0.33
N3 -1.77 3.57 -9.79  -0.33
N4 -9.46 4.96 0.83  -0.31
N5 -0.12 5.48 7.99  -0.29
N6 -6.16 -2.76 1.88  -0.32
N7 -1.24 0.97 -9.63  -0.30
N8 -5.42 -4.84 0.27  -0.28
N9 -9.36 7.50 -0.27  -0.32
N10 11.31 1.17 1.99  -0.31
N11 -2.45 -8.36 8.22  -0.28
N12 -1.58 -10.25 6.41  -0.30
N13 -0.49 -7.65 6.40  -0.32
N14 1.18 8.89 -1.35  -0.29
N15 -0.03 -6.06 -5.27  -0.31
N16 -7.37 5.61 -0.74  -0.32
N17 -0.61 -7.58 -7.47  -0.31
N18 1.45 -8.26 -5.84  -0.32
N19 8.08 -8.74 -1.09  -0.32
N20 9.14 2.67 1.07  -0.31
N21 -1.53 7.52 8.92  -0.28
N22 9.97 -6.88 -1.79  -0.30
N23 2.42 11.34 -0.75  -0.31
N24 -3.78 1.82 -8.80  -0.31
N25 8.06 -6.36 0.12  -0.29
N26 -2.14 6.33 6.47  -0.32
N27 -0.18 11.08 -0.45  -0.33
C1 -6.55 6.62 -1.44  -0.09
C2 -3.86 -8.40 7.71  -0.11
C3 -4.13 -5.03 1.04  -0.11
C4 -0.76 8.72 8.38  -0.11
C5 -0.02 10.84 0.99  -0.12
C6 1.48 8.10 -0.11  -0.09
C7 -8.11 -2.09 -1.26  -0.10
C8 -1.75 0.17 -10.71  -0.17
C9 8.78 -9.81 -1.79  -0.11
C10 -10.59 8.07 -0.71  -0.14
C11 -1.84 -11.52 7.10  -0.12
C12 -8.53 -4.20 -0.08  -0.15
C13 0.36 4.70 9.15  -0.12
C14 2.31 12.73 -0.39  -0.17
C15 -6.80 4.25 -0.89  -0.12
C16 8.71 1.85 -0.01  -0.14
C17 1.34 0.92 -1.28  -0.28
C18 0.84 -9.08 -4.84  -0.16
C19 7.43 1.49 3.33  -0.10
C20 1.02 6.24 7.34  -0.09
C21 -0.90 -4.95 -5.62  -0.13
C22 10.39 -6.02 -2.91  -0.11
C23 -4.21 0.39 -8.66  -0.10
C24 -0.11 1.39 -1.17  -0.07
C25 12.62 1.61 2.33  -0.13
C26 0.95 8.17 -2.57  -0.16
C27 -1.99 5.22 5.51  -0.12
C28 -1.71 -8.38 -6.84  -0.09
C29 -10.90 4.87 1.14  -0.11
C30 -6.78 -3.58 2.86  -0.14
C31 -3.23 7.24 6.09  -0.10
C32 11.02 -7.12 -0.74  -0.11
C33 -2.55 3.82 -11.01  -0.10
C34 -5.55 -1.52 2.35  -0.10
C35 0.29 0.98 -9.65  -0.09
C36 -5.35 -5.69 -1.00  -0.11
C37 0.44 0.08 0.57  -0.51
C38 -0.42 -7.82 -8.87  -0.15
C39 -1.41 11.61 -1.06  -0.10
C40 3.81 11.03 -1.21  -0.09
C41 -4.80 2.79 -8.50  -0.12
C42 -8.66 5.10 2.07  -0.11
C43 2.71 -8.88 -6.31  -0.09
C44 0.55 -7.86 5.37  -0.12
C45 11.21 -0.16 1.33  -0.10
C46 9.23 -0.03 4.02  -0.12
C47 7.06 -5.24 0.23  -0.10
C48 -2.34 -10.07 5.10  -0.09
C49 -0.63 -6.30 6.85  -0.13
C50 9.15 4.14 0.82  -0.10
C51 0.92 -5.76 -4.22  -0.14
C52 6.90 -9.24 -0.43  -0.13
C53 -2.34 -7.71 9.53  -0.15
C54 -0.72 4.51 -9.50  -0.13
C55 8.50 -6.97 1.41  -0.12
C56 -8.73 8.27 0.79  -0.13
C57 -1.60 7.53 10.42  -0.10
H1 -1.19 12.55 -1.56  0.07
H2 10.70 -7.97 -0.14  0.06
H3 -5.70 2.25 -8.22  0.08
H4 10.64 -6.64 -3.77  0.07
H5 9.58 -5.43 -3.34  0.07
H6 1.48 8.53 -3.45  0.07
H7 1.51 -8.11 5.84  0.08
H8 8.35 4.52 0.18  0.07
H9 -6.00 -4.16 3.35  0.07
H10 8.50 -6.16 2.14  0.08
H11 -0.38 -6.48 7.90  0.06
H12 7.69 2.14 -0.27  0.08
H13 -0.73 7.03 10.85  0.07
H14 -1.07 -11.76 7.82  0.08
H15 -9.53 8.53 1.49  0.08
H16 7.14 -9.56 0.59  0.07
H17 -5.48 -0.81 1.53  0.08
H18 -4.07 0.05 -7.63  0.08
H19 4.02 11.52 -2.16  0.08
H20 -0.11 2.42 -1.52  0.14
H21 -4.52 3.45 -7.67  0.09
H22 -3.58 -0.34 -9.16  0.05
H23 6.29 -5.50 0.96  0.07
H24 1.25 7.12 -2.57  0.08
H25 -1.77 -5.25 -6.21  0.07
H26 1.43 13.00 0.19  0.07
H27 -1.38 -7.55 -9.32  0.08
H28 -1.30 -7.66 9.86  0.07
H29 1.45 -6.62 -3.82  0.07
H30 -8.49 9.22 0.30  0.08
H31 8.46 -9.88 -2.83  0.09
H32 12.76 2.65 2.04  0.08
H33 -10.62 7.66 -1.72  0.08
H34 13.43 1.04 1.88  0.08
H35 -2.54 7.04 10.69  0.07
H36 9.18 4.67 1.78  0.07
H37 11.17 -6.26 -0.08  0.08
H38 -4.97 3.32 -9.43  0.06
H39 -3.74 -6.04 0.88  0.07
H40 -4.61 -1.68 2.89  0.08
H41 1.59 -9.55 -4.20  0.09
H42 -1.36 -4.52 -4.73  0.08
H43 4.54 11.33 -0.46  0.08
H44 0.93 11.15 1.43  0.08
H45 -3.28 -10.59 5.31  0.07
H46 0.70 1.53 -10.50  0.07
H47 7.67 -4.39 0.52  0.07
H48 -7.84 7.98 1.34  0.07
H49 -1.75 -0.88 -10.42  0.08
H50 -0.77 8.78 7.29  0.07
H51 -2.50 4.89 -11.17  0.08
H52 -8.05 -1.13 -0.75  0.08
H53 -1.67 8.53 10.86  0.07
H54 2.55 7.96 0.03  0.07
H55 7.16 2.26 2.61  0.07
H56 -2.77 4.46 5.62  0.08
H57 9.82 -9.52 -1.92  0.06
H58 -6.47 7.34 -0.62  0.06
H59 11.26 -5.44 -2.62  0.08
H60 -1.21 5.48 -9.41  0.08
H61 -2.21 11.74 -0.33  0.08
H62 11.38 -0.08 0.26  0.07
H63 -7.70 -2.01 -2.27  0.08
H64 9.23 1.92 -0.97  0.08
H65 -7.16 6.97 -2.27  0.08
H66 9.55 -7.24 1.52  0.05
H67 -4.54 -5.55 -1.71  0.08
H68 -4.11 6.66 6.35  0.09
H69 -2.21 3.13 -11.79  0.08
H70 9.92 4.40 0.09  0.07
H71 -9.04 4.53 2.92  0.09
H72 7.37 1.91 4.33  0.08
H73 -4.34 -5.06 2.11  0.06
H74 -0.22 4.23 -8.57  0.08
H75 7.91 -7.81 1.77  0.06
H76 -3.63 3.69 -10.90  0.05
H77 3.09 13.07 0.29  0.08
H78 -1.38 -9.36 -6.49  0.06
H79 -8.44 6.14 2.29  0.05
H80 -4.36 -9.36 7.83  0.07
H81 2.64 -9.96 -6.32  0.08
H82 0.99 8.39 0.81  0.05
H83 12.04 -0.79 1.66  0.08
H84 -2.73 -6.69 9.60  0.07
H85 -9.30 -4.36 -0.84  0.09
H86 -0.09 4.58 -10.38  0.08
H87 -9.16 -2.38 -1.31  0.07
H88 1.69 -5.08 -4.58  0.09
H89 -11.08 3.85 1.47  0.08
H90 -5.91 4.24 -0.26  0.08
H91 -3.07 8.11 6.73  0.06
H92 -6.16 -1.10 3.15  0.07
H93 -0.42 9.83 1.10  0.07
H94 -11.56 5.14 0.31  0.07
H95 -3.88 -8.36 6.62  0.05
H96 -0.08 -8.84 -9.04  0.08
H97 -0.74 0.73 -1.76  0.14
H98 -0.12 8.21 -2.77  0.08
H99 -3.18 7.53 5.04  0.08
H100 1.91 5.60 7.38  0.07
H101 -10.71 9.15 -0.68  0.09
H102 -8.91 -3.81 0.86  0.07
H103 -7.42 -3.02 3.55  0.09
H104 0.31 -7.18 -9.34  0.07
H105 9.03 0.21 5.06  0.08
H106 0.82 6.48 6.30  0.07
H107 11.96 -7.49 -1.15  0.08
H108 6.74 0.65 3.29  0.08
H109 -11.44 7.66 -0.17  0.07
H110 -1.88 -10.59 4.26  0.08
H111 -1.65 -5.92 6.86  0.07
H112 -4.53 -7.58 7.98  0.08
H113 -2.48 -8.52 -7.60  0.07
H114 -5.55 6.24 -1.66  0.08
H115 1.31 7.18 7.80  0.05
H116 6.52 -4.98 -0.68  0.07
H117 6.30 -9.96 -0.98  0.09
H118 0.69 -0.03 -9.68  0.08
H119 0.38 -5.40 -3.34  0.09
H120 -6.25 -5.35 -1.52  0.05
H121 -7.69 4.65 1.86  0.06
H122 8.76 0.85 0.42  0.06
H123 2.30 13.39 -1.26  0.09
H124 1.68 0.56 -2.25  0.17
H125 -2.56 -9.03 4.88  0.07
H126 10.19 -0.51 1.42  0.06
H127 12.73 1.48 3.41  0.08
H128 -11.05 5.60 1.94  0.08
H129 2.87 -8.53 -7.33  0.07
H130 -2.18 -7.86 -6.01  0.07
H131 -3.33 -4.36 0.70  0.08
H132 -1.24 9.63 8.73  0.07
H133 0.10 -8.49 -4.29  0.07
H134 0.27 8.76 8.75  0.06
H135 0.91 5.37 9.82  0.07
H136 0.16 -8.67 4.75  0.06
H137 8.79 -0.99 3.76  0.08
H138 -0.75 11.42 1.56  0.07
H139 -5.20 0.32 -9.11  0.09
H140 -1.88 5.49 4.46  0.08
H141 -2.83 -8.34 10.27  0.08
H142 0.79 -7.08 4.66  0.08
H143 3.55 -8.60 -5.67  0.08
H144 -1.90 -12.30 6.34  0.08
H145 -7.38 -4.33 2.36  0.06
H146 1.09 7.10 -0.30  0.07
H147 -1.06 4.70 5.73  0.07
H148 0.09 -5.65 6.36  0.09
H149 -2.79 -11.58 7.64  0.07
H150 -1.72 10.89 -1.81  0.07
H151 0.64 1.42 -8.72  0.07
H152 -7.47 3.46 -0.55  0.07
H153 -5.53 -6.75 -0.80  0.07
H154 -0.41 -4.08 -6.06  0.08
H155 -1.13 0.34 -11.60  0.08
H156 10.32 -0.11 3.93  0.07
H157 -0.45 4.12 9.58  0.07
H158 -2.75 0.49 -11.01  0.07
H159 -8.07 -5.14 0.23  0.07
H160 6.28 -8.37 -0.22  0.07
H161 -6.52 4.04 -1.93  0.08
H162 1.08 3.96 8.80  0.07
H163 8.84 -10.69 -1.15  0.09
H164 3.81 9.95 -1.37  0.07
H165 0.24 -9.88 -5.27  0.06

As for the SMILES: CN(C)P(=O)(N(C)C)N(C)C.CN(C)P(=O)(N(C)C)N(C)C.CN(C)P(=O)(N(C)C)N(C)C.CN(C)P(=O)(N(C)C)N(C)C.CN(C)P(=O)(N(C)C)N(C)C.CN(C)P(=O)(N(C)C)N(C)C.CN(C)P(=O)(N(C)C)N(C)C.CN(C)P(=O)(N(C)C)N(C)C.CN(C)P(=O)(N(C)C)N(C)C.O=C1OC[C@@H](F)O1. Its frontier orbital gap is 8.003 eV. For the HOMO energy, the calculation gives -0.2922 Ha. Its total charge is 0.